#a
A 2-piece molecular cluster, C2H4S3 overall. Source: OMol25; level of theory: ωB97M-V with the def2-TZVPD basis set.

The calculation puts the HOMO-LUMO gap (alpha / beta) at 7.6684 / 7.8711 eV. The value obtained for the HOMO energy (alpha / beta) is -8.769 / -8.368 eV.

Geometry as ORCA input:
```
! RIJCOSX wB97M-V def2-TZVPD def2/J DEFGRID3
* xyz 0 1
C -1.07 -0.25 0.79
C 1.61 0.26 -0.93
S -0.83 1.06 2.04
S -1.14 -1.01 2.29
S -2.14 0.07 -0.60
H 2.12 -0.79 -0.90
H 2.30 0.97 -0.81
H 0.62 0.26 -0.31
H -1.47 -0.56 -1.56
*
```

Here are the Mulliken charges for atoms 1 to 5, given in e: atom 1 (C): 0.09, atom 2 (C): -0.54, atom 3 (S): -0.09, atom 4 (S): -0.11, atom 5 (S): -0.12

#b
A 2-piece molecular cluster, C2H4S3 overall. Source: OMol25; level of theory: ωB97M-V with the def2-TZVPD basis set.

The calculation puts the HOMO-LUMO gap at 8.4969 eV. The value obtained for the HOMO energy is -8.961 eV. The structure (SMILES) is S=C1CS1.S.

Geometry as ORCA input:
```
! RIJCOSX wB97M-V def2-TZVPD def2/J DEFGRID3
* xyz 0 1
C -1.48 -0.71 -0.06
C -0.72 -1.29 1.03
S -2.05 -0.37 1.71
S 0.64 -2.04 1.36
S 2.42 2.31 -0.66
H -1.14 0.20 -0.52
H -2.19 -1.30 -0.51
H 2.11 1.02 -0.37
H 2.39 2.18 -1.99
*
```

Here are the Mulliken charges for atoms 1 to 5, given in e: atom 1 (C): -0.40, atom 2 (C): 0.23, atom 3 (S): -0.09, atom 4 (S): -0.28, atom 5 (S): -0.29

Decreasing stability: #b, #a

#a
A 2-piece molecular cluster, C6H15NO2 overall. Source: OMol25; level of theory: ωB97M-V with the def2-TZVPD basis set.

The calculation puts the HOMO-LUMO gap at 10.0196 eV. The value obtained for the HOMO energy is -9.169 eV. The structure (SMILES) is CCN(CC)C(C)=O.O.

Geometry as ORCA input:
```
! RIJCOSX wB97M-V def2-TZVPD def2/J DEFGRID3
* xyz 0 1
O 3.58 0.43 -2.62
C 2.66 -0.02 -1.95
N 1.37 0.50 -2.09
C 2.92 -1.24 -1.07
C 0.00 0.00 0.00
C 1.22 2.94 -1.88
C 0.18 -0.23 -1.53
C 1.09 1.77 -2.83
H 2.71 -1.01 -0.01
H 3.98 -1.51 -1.16
H 2.31 -2.11 -1.36
H 0.86 -0.30 0.62
H -0.85 -0.66 0.24
H -0.28 1.04 0.25
H 0.47 2.76 -1.08
H 1.00 3.92 -2.34
H 2.22 2.98 -1.42
H 0.31 -1.31 -1.75
H -0.71 0.12 -2.09
H 1.85 1.81 -3.63
H 0.10 1.68 -3.31
O 6.83 2.04 -3.53
H 7.45 1.78 -2.81
H 5.99 1.60 -3.30
*
```

Here are the Mulliken charges for atoms 1 to 5, given in e: atom 1 (O): -0.62, atom 2 (C): 0.76, atom 3 (N): 0.24, atom 4 (C): -1.16, atom 5 (C): -0.82

#b
A single C6H15NO2 molecule. Source: OMol25; level of theory: ωB97M-V with the def2-TZVPD basis set.

The calculation puts the HOMO-LUMO gap at 10.2581 eV. The value obtained for the HOMO energy is -9.431 eV. The structure (SMILES) is CC(C)(N)CC(C)(O)O.

Geometry as ORCA input:
```
! RIJCOSX wB97M-V def2-TZVPD def2/J DEFGRID3
* xyz 0 1
C 1.11 0.71 -0.93
C -0.85 -0.53 0.35
C 0.56 -0.62 -0.23
C 2.15 1.43 -0.09
C -1.00 0.49 1.48
C -1.12 -2.00 0.95
N -1.82 -0.25 -0.70
O 0.12 1.64 -1.29
O 1.73 0.30 -2.14
H -0.71 1.16 -1.50
H 1.95 1.13 -2.60
H -2.77 -0.26 -0.32
H -1.76 -0.96 -1.44
H 0.58 -1.41 -0.99
H 1.28 -0.93 0.53
H 2.54 2.31 -0.63
H 1.73 1.79 0.85
H 3.01 0.79 0.12
H -0.26 0.31 2.27
H -2.00 0.45 1.93
H -0.85 1.52 1.12
H -1.22 -2.73 0.14
H -0.33 -2.33 1.63
H -2.06 -2.00 1.52
*
```

Here are the Mulliken charges for atoms 1 to 5, given in e: atom 1 (C): 1.14, atom 2 (C): 1.74, atom 3 (C): -1.63, atom 4 (C): -1.48, atom 5 (C): -1.73

Decreasing stability: #b, #a